Computed, not measured: an isolated molecule of C11H21NO, with ωB97M-V/def2-TZVPD.

The geometry in XYZ format:
```
34
Properties=species:S:1:pos:R:3:forces:R:3
C 2.5265 -0.8402 -2.6837 0.2 0.5 -0.4
N 3.1198 -1.3239 -1.4562 0.2 -2.7 -1.4
C 2.2349 -2.1966 -0.6461 0.4 2.5 0.0
C 1.3374 -1.2140 0.0377 -2.9 -1.3 1.6
C 0.0446 -1.4474 0.3880 1.7 -1.3 -1.4
C -0.7897 -0.4632 1.1237 -1.8 -1.7 -1.6
C -1.4618 0.6030 0.2336 0.2 -0.2 -0.8
C -0.5154 1.6323 -0.4718 -0.2 -0.6 1.1
C -1.2052 2.5492 -1.4759 -2.0 0.8 1.7
C 0.3081 2.3428 0.6156 1.1 1.0 1.2
C -2.0023 -1.2486 1.7118 -0.5 0.7 0.2
C -2.3991 -1.0452 3.1740 -1.6 -1.0 -1.3
O -2.8183 -1.8355 1.0182 1.5 0.3 0.0
H 2.1610 0.1178 -2.4757 -0.8 2.0 0.0
H 1.6202 -1.3170 -3.0871 0.6 -0.7 0.5
H 3.2433 -0.6825 -3.4981 0.0 -0.5 0.1
H 3.5889 -0.5979 -0.9254 -0.5 -0.3 0.0
H 2.8486 -2.8344 -0.0688 0.9 -0.1 1.6
H 1.6529 -2.9854 -1.0952 -0.3 0.3 -1.4
H 1.6608 -0.2174 0.2925 0.8 0.1 0.0
H -0.4231 -2.4380 0.0794 0.5 1.4 0.5
H -0.2588 0.0354 1.8725 0.9 0.5 1.4
H -2.1348 1.0219 0.9657 -0.4 1.2 -0.1
H -2.1053 0.0681 -0.4683 0.1 0.1 -0.2
H 0.1269 1.1083 -1.1437 1.0 -1.0 0.1
H -0.6840 3.4494 -1.7150 0.9 0.7 0.3
H -1.3357 2.1025 -2.4429 -0.6 -0.7 -0.2
H -2.1760 2.9118 -1.0096 0.8 -0.5 -1.0
H 0.6291 3.3390 0.2323 -0.1 -0.6 0.4
H -0.2544 2.5297 1.5831 0.2 -0.1 -1.2
H 1.2712 1.8478 1.0084 -1.4 0.3 -1.0
H -2.5045 0.0000 3.3668 0.5 0.9 0.4
H -3.4529 -1.3813 3.0109 0.7 -0.1 1.3
H -1.8528 -1.5905 3.9492 -0.1 0.2 -0.3
```
Forces are in eV/Å.

Its multiplicity is 1. As for the HOMO-LUMO gap: 9.14 eV. The calculation puts the energy relative to the best compared isomer or geometry (same formula, charge and spin) at 3.632 eV.

Computed, not measured: a 2-piece molecular cluster, C49H49Br2F6N3O2 overall, with ωB97M-V/def2-TZVPD.

The geometry in XYZ format:
```
111
Properties=species:S:1:pos:R:3:forces:R:3
C -4.1062 -1.2175 4.3857 -0.1 -0.3 -0.2
C -4.0908 0.3153 4.3013 0.2 0.1 0.0
C -4.5224 0.8929 5.6518 0.0 0.2 0.0
C -4.9505 0.7477 3.1191 0.2 0.0 0.0
C -6.3031 1.0416 3.2872 -0.1 0.0 -0.1
C -7.1527 1.2153 2.1979 0.3 0.3 -0.1
C -6.6259 1.1108 0.9109 -0.3 -0.1 0.4
C -5.2812 0.8068 0.6920 0.0 0.4 -0.5
C -4.8374 0.6564 -0.7741 0.3 -0.1 0.3
C -4.8594 1.9891 -1.5150 0.1 0.2 0.1
C -5.6639 -0.3721 -1.5520 0.0 -0.1 0.2
C -4.4299 0.7100 1.8110 -0.8 -0.4 0.1
N -3.0468 0.3708 1.6107 1.7 -1.4 -0.6
N -2.7934 -0.7726 0.9223 1.6 0.8 0.1
N -1.4501 -0.8225 0.7825 -2.2 1.4 0.6
C -0.8084 -1.8593 0.0142 0.0 -0.5 -0.2
C 0.0812 -1.4781 -1.0197 -0.3 0.4 0.0
C 0.0872 -0.0426 -1.5918 0.4 0.1 0.9
C -1.0690 0.2284 -2.5494 -0.1 -0.3 -0.1
C 1.4269 0.3594 -2.2099 0.0 -0.1 -0.1
C 0.9108 -2.4677 -1.5398 -0.4 0.1 0.1
C 0.7445 -3.7937 -1.1558 0.1 -0.1 0.2
C -0.2127 -4.1580 -0.2201 -0.1 0.2 -0.2
C -1.0212 -3.1992 0.3878 -0.1 0.0 0.4
C -2.0588 -3.6492 1.4390 0.0 0.7 -0.2
C -1.4187 -4.1873 2.7115 0.3 0.0 0.1
C -3.0431 -4.6714 0.8683 0.1 0.1 -0.2
C -0.8488 0.2517 1.4163 0.0 -1.6 -1.2
C 0.5952 0.3913 1.4996 1.5 -0.1 0.1
C 1.4113 -0.7363 1.7779 -1.0 0.7 -0.1
C 2.7708 -0.5983 1.9523 0.3 0.1 0.0
C 3.5402 -1.8319 2.3369 0.4 -1.0 0.6
F 4.8566 -1.7604 2.0134 -0.9 0.0 0.3
F 3.4597 -2.0645 3.6978 0.2 0.3 -1.4
F 3.0362 -2.9528 1.7296 0.4 0.9 0.5
C 3.3913 0.6457 1.8403 -0.2 -0.2 -0.1
C 2.6070 1.7405 1.4962 0.2 0.1 0.1
C 3.2333 3.1023 1.3899 0.5 1.3 0.2
F 2.4578 3.9724 0.6772 0.6 -0.7 0.6
F 3.4097 3.6683 2.6367 -0.1 -0.6 -1.3
F 4.4549 3.0756 0.7889 -0.9 -0.1 0.5
C 1.2394 1.6356 1.3158 -0.8 -0.8 0.2
C -1.8468 1.0358 1.9463 -0.8 0.9 0.6
C -1.6582 2.2055 2.7295 -0.4 1.0 -0.3
H -3.7520 -1.6612 3.4442 -0.1 0.0 0.2
H -3.4787 -1.5985 5.2053 -0.2 0.2 -0.3
H -5.1398 -1.5663 4.5548 0.3 0.1 -0.1
H -3.0645 0.6468 4.0884 -0.2 -0.2 0.3
H -4.6963 1.9736 5.5940 0.0 -0.1 0.0
H -5.4419 0.4072 6.0100 0.2 0.2 -0.1
H -3.7447 0.7248 6.4092 -0.2 0.0 -0.3
H -6.7007 1.1360 4.2919 0.0 -0.1 -0.1
H -8.2074 1.4722 2.3564 0.5 -0.2 -0.1
H -7.2890 1.2681 0.0594 0.2 -0.1 0.2
H -3.8150 0.2773 -0.7430 -0.1 0.2 -0.2
H -4.2443 2.7267 -0.9912 -0.1 0.0 -0.1
H -4.4687 1.8657 -2.5329 -0.1 0.0 0.2
H -5.8870 2.3702 -1.5828 0.2 0.0 0.0
H -5.6832 -1.3316 -1.0239 -0.1 0.1 -0.1
H -6.6924 -0.0164 -1.6929 0.2 -0.2 0.0
H -5.2246 -0.5387 -2.5460 -0.1 0.1 0.3
H -0.0489 0.6381 -0.7414 0.0 -0.2 -0.3
H -2.0361 0.0126 -2.0829 0.1 0.0 -0.1
H -1.0581 1.2827 -2.8501 0.0 -0.2 0.0
H -0.9679 -0.3889 -3.4491 -0.1 0.1 0.1
H 2.2531 0.2237 -1.4970 -0.2 0.0 -0.2
H 1.6366 -0.2283 -3.1139 0.0 0.2 0.2
H 1.3934 1.4197 -2.4947 0.0 -0.3 0.0
H 1.6937 -2.1901 -2.2364 -0.2 -0.1 -0.1
H 1.3738 -4.5570 -1.5965 0.0 0.0 0.0
H -0.3506 -5.1967 0.0628 0.1 0.1 -0.1
H -2.6458 -2.7593 1.6971 0.2 -0.4 0.1
H -0.7379 -3.4521 3.1571 -0.1 -0.1 0.0
H -2.1984 -4.4275 3.4457 0.2 0.0 -0.1
H -0.8465 -5.1002 2.5010 -0.1 0.1 0.1
H -3.5396 -4.2623 -0.0182 0.0 -0.2 0.1
H -2.5268 -5.6006 0.5952 -0.2 0.1 0.0
H -3.8084 -4.9070 1.6175 0.2 0.0 -0.1
H 0.9527 -1.7186 1.8711 0.1 0.2 0.1
H 4.4604 0.7453 1.9870 -0.1 0.0 0.0
H 0.6614 2.5068 1.0201 0.1 -0.1 0.1
H -1.1019 3.0327 2.2220 -0.7 -0.8 0.7
H -2.4922 2.4814 3.3736 0.0 0.4 -0.6
C -2.6397 -2.0123 8.4176 0.3 0.0 -0.5
O -2.0316 -2.0053 7.1064 0.5 0.0 0.8
C -1.2774 -0.9234 6.7473 -0.6 0.6 -0.3
C -1.3075 0.3096 7.4381 0.0 -1.0 -0.3
C -0.9580 1.4706 6.7566 0.3 0.2 -0.5
C -0.5263 1.4351 5.4005 -0.6 -1.7 0.9
C -0.3019 2.5858 4.5641 1.3 1.5 0.2
C -0.4325 3.9172 5.0605 -0.2 -0.2 -0.6
C 0.5585 4.9148 4.7586 0.0 0.5 -0.4
C 0.5013 6.1942 5.2354 -0.8 -0.9 0.6
Br 1.7977 7.4971 4.7812 -0.2 -0.3 0.1
C -0.5440 6.5852 6.2292 -0.1 0.8 0.1
O -0.5139 7.6511 6.8495 -0.1 -0.9 -0.6
C -1.6556 5.5988 6.3732 1.2 -0.6 -0.6
Br -3.1164 6.1241 7.4452 0.0 -0.1 -0.1
C -1.5648 4.3447 5.8263 -0.3 0.5 0.5
C -0.2570 0.1458 4.8622 0.0 0.5 -0.1
C -0.6208 -1.0165 5.4983 -0.5 -0.1 0.8
H -3.1468 -2.9800 8.4648 0.1 0.3 0.2
H -1.8684 -1.9400 9.2014 -0.3 0.0 -0.2
H -3.3666 -1.1902 8.5248 0.2 -0.3 -0.1
H -1.6374 0.3216 8.4845 0.0 0.3 -0.6
H -1.0345 2.4136 7.3013 0.1 -0.2 -0.3
H 0.4341 2.4529 3.7634 0.1 0.1 0.8
H 1.4047 4.6394 4.1326 -0.1 0.0 0.0
H -2.3997 3.6529 5.9472 0.2 0.1 0.0
H 0.2225 0.0779 3.8852 -0.2 0.1 0.3
H -0.4949 -2.0092 5.0570 0.0 0.4 0.1
```
Forces are in eV/Å.

Its multiplicity is 1. As for the HOMO-LUMO gap: 5.49 eV. The calculation puts the energy relative to the best compared isomer or geometry (same formula, charge and spin) at 0.584 eV.

Computed, not measured: C32H44Cl5N5O8PSW as an isolated structure, with ωB97M-V/def2-TZVPD.

The geometry in XYZ format:
```
97
Properties=species:S:1:pos:R:3:forces:R:3
W -0.0889 0.0614 0.3518 0.5 0.0 1.2
O 1.9562 2.9280 2.6545 0.0 0.0 0.1
C 1.4935 1.8323 2.4513 0.0 0.0 0.0
O 0.8919 1.5422 1.3121 -0.2 0.0 0.1
C 1.6168 0.6864 3.4284 0.0 0.0 0.0
C 2.2565 -0.5077 2.7122 0.1 0.0 0.1
C 2.7036 -1.5814 3.6894 0.0 0.0 0.0
C 1.3527 -2.1483 4.1749 0.0 0.0 0.0
C 0.3583 -1.3418 3.3512 0.0 0.0 0.0
O 1.0753 -1.1268 2.0836 0.0 0.2 -0.3
C 0.2419 0.0882 3.8710 0.1 0.0 0.0
C -0.9637 0.7659 3.2524 -0.1 0.0 -0.1
O -1.7310 1.4334 3.8946 0.0 0.0 0.0
O -1.1802 0.5020 1.9705 -0.2 0.0 -0.1
H 2.2064 1.0271 4.2759 0.0 0.0 0.0
H 2.9734 -0.2560 1.9432 0.0 0.0 0.0
H 3.2891 -2.3388 3.1710 0.0 0.0 0.0
H 3.3129 -1.1638 4.4890 0.0 0.0 0.0
H 1.2625 -3.2130 3.9690 0.0 0.0 0.0
H 1.1815 -1.9919 5.2390 0.0 0.0 0.0
H -0.5764 -1.8446 3.1628 0.0 0.0 0.0
H 0.1157 0.1350 4.9501 0.0 0.0 0.0
Cl -2.1489 4.3773 -4.5308 0.0 0.0 0.0
C -2.1181 3.1736 -3.3127 0.0 0.0 0.0
C -3.3070 2.5341 -2.9222 0.0 0.0 0.0
Cl -4.7943 2.9753 -3.6490 0.0 0.0 0.0
C -3.2905 1.5404 -1.9451 0.0 0.0 0.0
Cl -4.7170 0.7346 -1.4320 0.0 0.0 0.0
C -2.0711 1.2102 -1.3773 -0.2 -0.1 0.1
O -1.8345 0.2580 -0.4634 0.0 0.1 -0.2
C -0.9178 1.8661 -1.7296 0.1 0.1 -0.1
O 0.1353 1.4284 -1.0304 -0.2 -0.1 0.0
C -0.9079 2.8407 -2.7111 0.1 0.0 0.0
Cl 0.5802 3.5813 -3.1400 0.0 0.0 0.0
Cl 1.3130 -0.5259 -6.7359 0.0 0.0 0.0
C 1.0824 -0.8754 -5.0546 0.0 0.0 0.0
C -0.1599 -0.6717 -4.4771 0.0 0.0 0.0
C -0.3262 -0.9457 -3.1296 0.0 0.0 0.0
C 0.7306 -1.3935 -2.3368 -0.1 0.0 0.0
C 0.4756 -1.6799 -0.8772 0.2 -0.1 -0.7
C 1.9546 -1.6321 -2.9570 0.0 0.0 0.0
C 2.1358 -1.3764 -4.3062 0.0 0.0 0.0
H -0.9848 -0.3146 -5.0785 0.0 0.0 0.0
H -1.3073 -0.8123 -2.6869 0.0 0.0 0.0
H 1.3035 -2.2214 -0.4150 0.0 0.1 0.1
H -0.3995 -2.3147 -0.8421 0.1 -0.1 0.2
H 2.7801 -2.0332 -2.3843 0.0 0.0 0.0
H 3.0894 -1.5630 -4.7801 0.0 0.0 0.0
C -2.8124 -4.6427 2.9565 0.0 0.0 0.0
N -1.8702 -3.6567 2.4258 0.1 -0.1 -0.1
C -0.6522 -4.2967 1.9242 0.0 0.0 0.0
P -2.4756 -2.3599 1.5869 -0.2 0.2 -0.1
O -1.2998 -1.7019 0.9022 0.6 0.0 0.1
N -3.2870 -1.4856 2.6932 -0.3 -0.1 -0.1
C -4.1817 -0.4253 2.2160 0.0 0.0 0.0
C -3.2453 -1.6189 4.1433 0.1 0.1 0.0
N -3.5599 -2.7454 0.4166 -0.1 0.1 0.1
C -4.9087 -3.1851 0.7487 -0.1 0.0 0.0
C -3.2435 -2.8549 -1.0009 0.0 -0.1 0.1
H -2.3413 -5.1753 3.7835 0.0 0.0 0.0
H -3.0980 -5.3751 2.1948 0.0 0.0 0.0
H -3.7138 -4.1671 3.3336 0.0 0.1 0.0
H -0.1814 -4.8418 2.7440 0.0 0.0 0.0
H 0.0444 -3.5510 1.5514 0.0 0.0 0.0
H -0.8715 -5.0116 1.1240 0.0 0.0 0.0
H -5.2222 -0.6738 2.4425 0.0 0.0 0.0
H -4.0744 -0.2912 1.1420 0.0 0.0 0.0
H -3.9190 0.5131 2.7033 0.0 0.0 0.0
H -2.4225 -2.2595 4.4510 0.0 -0.1 0.0
H -4.1813 -2.0356 4.5267 0.0 0.0 0.0
H -3.1053 -0.6320 4.5888 0.0 0.0 0.0
H -5.1238 -3.0128 1.8010 0.0 0.0 0.0
H -5.0427 -4.2481 0.5328 0.0 0.0 0.0
H -5.6368 -2.6221 0.1599 0.0 0.0 0.0
H -2.2561 -2.4563 -1.1990 0.0 0.0 0.0
H -3.9649 -2.2798 -1.5832 0.0 0.0 0.0
H -3.2843 -3.8969 -1.3305 0.0 0.0 0.0
C 3.5924 4.8344 -1.2543 0.0 0.0 0.0
C 2.9136 4.1952 -0.0504 0.0 0.0 0.0
N 2.5861 2.7862 -0.2654 0.2 0.0 -0.3
C 3.3212 1.7105 -0.1246 -0.1 0.2 0.0
S 2.6172 0.1359 -0.4169 -0.5 -0.5 -0.1
N 4.6259 1.6770 0.1754 0.0 -0.2 0.2
C 5.5495 2.6895 0.7052 0.0 0.0 -0.1
C 5.4845 2.7922 2.2203 0.0 0.0 0.0
H 3.9267 5.8407 -1.0033 0.0 0.0 0.0
H 2.9033 4.9065 -2.0947 0.0 0.0 0.0
H 4.4557 4.2574 -1.5857 0.0 0.0 0.0
H 1.9627 4.6858 0.1501 0.0 0.0 0.0
H 3.4956 4.2911 0.8643 0.0 0.0 0.0
H 1.6288 2.5822 -0.5240 0.1 0.1 0.0
H 4.9562 0.7288 0.2793 0.0 0.0 0.0
H 5.3558 3.6482 0.2394 0.0 0.0 -0.1
H 6.5421 2.3788 0.3799 0.0 0.0 0.0
H 4.4842 3.0708 2.5531 0.0 0.0 0.0
H 6.1910 3.5451 2.5694 0.0 0.0 0.0
H 5.7522 1.8411 2.6841 0.0 0.0 0.0
```
Forces are in eV/Å.

As for the net charge: +1. Its multiplicity is 1. As for the HOMO-LUMO gap: 6.90 eV. The calculation puts the energy relative to the best compared isomer or geometry (same formula, charge and spin) at 0.311 eV.

no.,lowest unoccupied orbital energy (eV),molar mass (g/mol),HOMO energy (eV)
1,0.79,183.295,-8.35
2,-1.03,985.746,-6.52
3,-3.80,1050.877,-10.71